{
  "formula": "C42H47Cl2F3HgN3P",
  "method": "the ωB97M-V functional and the def2-TZVPD basis",
  "species": ["Hg", "Cl", "C", "Cl", "H", "H", "C", "C", "C", "P", "C", "C", "C", "C", "C", "C", "C", "C", "C", "C", "N", "C", "C", "C", "C", "C", "C", "C", "C", "C", "H", "H", "H", "H", "H", "H", "H", "H", "H", "H", "H", "H", "H", "H", "H", "H", "H", "H", "H", "H", "H", "H", "H", "H", "H", "H", "H", "H", "H", "H", "H", "N", "C", "C", "C", "C", "C", "C", "C", "C", "C", "C", "C", "C", "C", "H", "H", "H", "H", "H", "H", "H", "H", "H", "H", "F", "C", "F", "F", "C", "C", "C", "N", "C", "C", "H", "H", "H", "H"],
  "xyz": [[0.06193, -0.09962, 1.31118], [-0.40493, 3.58070, 3.84710], [-0.19725, 2.88979, 5.46042], [0.14375, 1.15218, 5.36767], [-1.11378, 3.02745, 6.02101], [0.64409, 3.37196, 5.94284], [0.39355, -3.97447, 0.84920], [1.71365, -3.62052, 0.15479], [2.20422, -4.75403, -0.75123], [1.62786, -1.88039, -0.57204], [3.27357, -1.86769, -1.47825], [3.45759, -0.56860, -2.25869], [4.37731, -2.00784, -0.42596], [0.25660, -1.90838, -1.75287], [-0.50290, -2.99664, -2.18286], [-1.75126, -2.83752, -2.76458], [-2.54671, -4.02263, -3.25533], [-2.27661, -1.54453, -2.85538], [-1.54171, -0.44249, -2.48802], [-0.22046, -0.58087, -1.99066], [0.57181, 0.44044, -1.59324], [0.57119, 1.67755, -2.18794], [0.42315, 1.92375, -3.58532], [0.39770, 0.84109, -4.63887], [0.37729, 3.23460, -4.05515], [0.54321, 4.33872, -3.23407], [0.46622, 5.74327, -3.77780], [0.82826, 4.08848, -1.89578], [0.86027, 2.80629, -1.37537], [1.15730, 2.60831, 0.08332], [0.54322, -4.80329, 1.54857], [-0.38179, -4.25702, 0.14062], [0.01874, -3.11735, 1.41583], [2.45040, -3.50728, 0.95990], [1.66289, -4.80079, -1.69427], [2.07468, -5.71411, -0.24089], [3.26330, -4.64659, -0.99001], [3.30126, -2.71132, -2.17388], [3.38038, 0.29395, -1.59512], [2.69362, -0.45555, -3.02589], [4.44166, -0.55388, -2.73987], [4.19414, -1.31038, 0.39737], [5.35611, -1.77336, -0.85303], [4.42607, -3.01386, -0.00601], [-0.13262, -4.00465, -2.05887], [-2.09967, -4.96285, -2.92915], [-2.59980, -4.03821, -4.34810], [-3.57098, -3.98086, -2.87594], [-3.29765, -1.41518, -3.20404], [-1.96536, 0.55378, -2.54308], [0.92412, -0.05692, -4.31809], [0.88137, 1.22083, -5.54180], [-0.61913, 0.53999, -4.89973], [0.22705, 3.38945, -5.12133], [0.17739, 5.72772, -4.82971], [1.42769, 6.25894, -3.69937], [-0.27079, 6.33886, -3.23254], [1.03635, 4.91892, -1.22551], [1.79320, 1.73208, 0.23301], [1.65400, 3.48758, 0.49943], [0.23258, 2.44526, 0.64629], [-1.34851, 1.85699, 1.42584], [-2.58672, 1.79310, 1.20296], [-3.52142, 0.72769, 1.68334], [-4.77246, 0.53477, 1.09527], [-5.62727, -0.45341, 1.55877], [-5.24747, -1.26859, 2.61522], [-3.99677, -1.09922, 3.19232], [-3.14415, -0.10796, 2.73364], [-3.14765, 2.89863, 0.35027], [-4.19611, 3.71169, 0.77318], [-4.64237, 4.74560, -0.03774], [-4.05439, 4.96731, -1.27580], [-2.99265, 4.17406, -1.69066], [-2.53320, 3.15255, -0.87440], [-5.07095, 1.15975, 0.26448], [-6.59609, -0.58790, 1.09268], [-5.92283, -2.03268, 2.98059], [-3.68886, -1.73815, 4.01154], [-2.18112, 0.04241, 3.20487], [-4.66362, 3.52476, 1.73298], [-5.45392, 5.38224, 0.29538], [-4.42572, 5.75915, -1.91532], [-2.51506, 4.34789, -2.64753], [-1.69861, 2.53266, -1.18128], [4.30115, -4.62850, 5.16961], [4.83812, -3.49983, 4.67511], [5.65414, -3.00140, 5.63346], [5.63835, -3.85815, 3.65125], [3.80871, -2.50365, 4.26140], [2.45486, -2.72341, 4.47835], [1.56680, -1.74680, 4.06821], [1.93206, -0.61067, 3.48095], [3.23394, -0.41378, 3.28331], [4.20888, -1.32199, 3.65187], [2.11627, -3.63112, 4.95689], [0.49781, -1.87934, 4.20468], [3.49996, 0.51883, 2.79790], [5.25951, -1.12584, 3.48350]],
  "atomic_forces_ev_per_a": [[-0.5, -0.1, -0.1], [0.0, 0.0, 0.2], [0.0, 0.0, -0.2], [0.0, 0.1, 0.1], [0.0, 0.0, 0.0], [0.0, 0.0, 0.0], [0.1, 0.1, 0.1], [-0.2, 0.1, -0.1], [0.0, 0.0, 0.1], [0.4, -0.5, 0.2], [-0.2, 0.3, 0.1], [0.0, -0.1, 0.0], [0.0, -0.1, 0.0], [-0.1, 0.3, 0.1], [0.0, 0.1, 0.0], [-0.1, -0.3, 0.0], [0.0, 0.2, 0.0], [0.0, 0.0, 0.0], [0.1, 0.0, -0.1], [0.2, 0.2, 0.1], [0.1, -0.1, -0.2], [-0.2, -0.1, -0.2], [0.1, 0.0, 0.1], [-0.1, 0.0, 0.2], [0.0, 0.1, 0.1], [0.0, 0.0, -0.1], [0.0, -0.1, 0.1], [0.1, -0.1, 0.0], [0.1, 0.1, 0.2], [0.3, 0.1, -0.2], [0.0, 0.0, 0.0], [0.0, 0.0, 0.0], [0.0, 0.0, 0.0], [0.0, 0.1, 0.0], [0.0, 0.0, 0.0], [0.0, 0.0, 0.0], [0.0, 0.0, 0.0], [0.0, 0.0, 0.0], [0.0, 0.0, 0.0], [0.0, 0.1, 0.0], [0.0, 0.0, 0.0], [0.0, 0.0, 0.0], [0.0, 0.0, 0.0], [0.0, 0.0, 0.0], [0.0, -0.1, 0.1], [0.0, 0.0, 0.0], [0.0, -0.1, 0.0], [0.0, -0.1, 0.0], [0.0, 0.0, -0.1], [0.0, 0.0, -0.1], [0.0, 0.0, 0.0], [0.0, -0.1, 0.0], [-0.1, -0.1, 0.0], [0.0, 0.0, 0.0], [0.0, 0.0, 0.0], [0.0, 0.0, 0.0], [0.0, 0.0, 0.0], [0.0, 0.0, 0.0], [0.1, 0.0, -0.1], [0.0, 0.0, 0.0], [0.2, 0.2, -0.2], [-0.3, -0.5, 0.2], [0.1, 0.1, -0.1], [-0.1, -0.2, 0.0], [0.1, 0.0, 0.0], [-0.1, 0.0, 0.0], [0.0, 0.0, -0.1], [0.0, 0.0, 0.0], [0.0, 0.1, 0.1], [-0.1, 0.1, 0.1], [0.0, -0.1, -0.1], [-0.1, 0.0, 0.0], [0.0, 0.0, 0.0], [0.0, 0.0, 0.0], [-0.1, -0.1, 0.0], [0.0, 0.0, 0.0], [0.0, 0.0, 0.0], [0.0, 0.0, 0.0], [0.0, 0.0, 0.0], [0.0, 0.0, -0.1], [0.0, 0.0, 0.0], [0.0, 0.0, 0.0], [0.0, 0.0, 0.0], [0.0, 0.0, 0.0], [0.0, 0.1, 0.0], [0.0, 0.1, 0.0], [0.4, -0.2, 0.2], [-0.1, 0.0, -0.1], [-0.1, 0.0, 0.0], [-0.4, 0.3, -0.2], [0.4, -0.2, 0.1], [-0.3, 0.2, -0.1], [0.4, -0.3, 0.2], [-0.1, 0.2, -0.1], [0.1, -0.3, 0.2], [-0.1, 0.0, 0.0], [0.0, 0.0, 0.0], [0.0, 0.0, 0.0], [0.0, 0.1, -0.1]],
  "mulliken_charge": [0.947, -0.078, -0.494, -0.094, 0.301, 0.331, -1.641, 0.793, -1.688, 1.393, 0.271, -1.411, -1.543, 0.699, 0.014, 0.458, -1.795, -0.945, -0.728, -1.384, 1.351, -1.534, 1.088, -1.961, -0.774, 0.680, -1.725, -0.609, 1.722, -1.284, 0.499, 0.310, 0.208, 0.124, 0.170, 0.512, 0.358, 0.579, 0.182, 0.130, 0.549, 0.195, 0.501, 0.240, 0.126, 0.328, 0.319, 0.364, 0.335, 0.507, 0.154, 0.522, 0.324, 0.326, 0.362, 0.367, 0.319, 0.307, -0.163, 0.488, 0.164, -0.980, -0.525, 0.666, -0.290, -0.846, -0.357, -0.830, -0.113, -0.753, -0.117, -0.681, -0.575, -0.985, 0.745, 0.445, 0.389, 0.384, 0.391, 0.581, 0.481, 0.371, 0.388, 0.492, 0.736, -0.294, 0.741, -0.270, -0.248, 0.381, -0.668, -0.343, 0.007, -0.751, -0.455, 0.482, 0.448, 0.412, 0.474],
  "homo_ev": [-2.92, -3.10],
  "total_energy_ha": -3507.6762,
  "charge": -1,
  "largest_force_ev_per_a": 0.712,
  "s_squared": 0.772,
  "spin_multiplicity": 2,
  "molar_mass_da": 953.32,
  "relative_energy_kj_mol": 179.3
}